Entry 1:
A molecular structure, C24H33N3ORuSeSi. Source: the OMol25 dataset; level of theory: ωB97M-V/def2-TZVPD.

Calculated values
Relative energy (zero: lowest compared OMol25 entry of this formula, charge and spin) in eV: 0.0000
E_HOMO (alpha / beta) in eV: -10.415 / -10.344
E_LUMO (alpha / beta) in eV: -2.80 / -4.26
Expectation value of S²: 0.759
Energy in hartree: -3959.54886

Geometry as ORCA input:
```
! wB97M-V def2-TZVPD RIJCOSX def2/J DEFGRID3
* xyz 1 2
Ru -0.53 -0.10 0.50
C 1.11 2.40 2.64
C -0.20 2.73 1.98
C -0.83 3.95 2.12
C -2.05 4.17 1.47
C -2.62 3.21 0.67
C -1.93 1.99 0.53
N -0.77 1.78 1.23
N -2.17 0.90 -0.21
Si -3.34 0.61 -1.48
C -5.03 0.31 -0.74
C -2.76 -0.91 -2.41
C -3.42 2.07 -2.64
H 1.68 3.30 2.83
H 1.70 1.74 2.00
H 0.94 1.90 3.59
H -0.37 4.73 2.72
H -2.55 5.12 1.60
H -3.56 3.37 0.16
H -5.00 -0.35 0.13
H -5.70 -0.15 -1.47
H -5.50 1.25 -0.42
H -3.29 -1.82 -2.10
H -1.69 -1.08 -2.28
H -2.94 -0.78 -3.48
H -3.63 3.01 -2.13
H -4.22 1.91 -3.37
H -2.49 2.18 -3.19
O -1.79 -0.81 2.18
C -2.58 -1.92 1.71
C -1.68 -2.81 0.90
C -1.79 -4.19 0.94
C -1.00 -4.95 0.09
C -0.13 -4.30 -0.77
C -0.06 -2.93 -0.74
N -0.81 -2.19 0.09
H -2.39 -0.12 2.52
H -3.38 -1.55 1.07
H -3.01 -2.46 2.55
H -2.49 -4.65 1.62
H -1.08 -6.03 0.10
H 0.49 -4.85 -1.46
H 0.61 -2.38 -1.38
C 6.70 -0.50 0.36
C 5.27 -0.29 -0.02
C 4.23 -0.74 0.78
C 2.89 -0.53 0.46
C 1.88 -1.14 1.40
C 2.58 0.16 -0.71
Se 0.79 0.53 -1.29
C 3.61 0.63 -1.55
C 3.32 1.39 -2.81
C 4.93 0.40 -1.18
H 6.81 -1.32 1.07
H 7.11 0.40 0.83
H 7.31 -0.71 -0.51
H 4.47 -1.28 1.69
H 2.29 -1.21 2.41
H 1.58 -2.13 1.09
H 0.98 -0.51 1.57
H 2.65 0.84 -3.47
H 4.24 1.58 -3.36
H 2.85 2.35 -2.60
H 5.72 0.77 -1.83
*
```

=====

Entry 2:
A molecular structure, C24H33N6O5P at a distorted geometry. Source: the OMol25 dataset; level of theory: ωB97M-V/def2-TZVPD.

Calculated values
Relative energy (zero: lowest compared OMol25 entry of this formula, charge and spin) in eV: 4.4292
E_HOMO in eV: -2.270
E_LUMO in eV: 4.48
Energy in hartree: -1980.13472

Geometry as ORCA input:
```
! wB97M-V def2-TZVPD RIJCOSX def2/J DEFGRID3
* xyz -2 1
O 0.79 0.39 -0.27
H 0.93 1.29 0.13
H -0.05 0.58 -1.00
H 0.01 0.33 0.31
P -1.79 1.77 0.69
O -1.04 2.95 1.07
O -1.00 0.55 1.31
O -1.44 1.46 -0.69
O -3.15 1.68 1.04
N -2.02 3.00 -2.49
C -1.88 4.37 -2.67
C -2.61 4.73 -3.75
C -3.29 3.51 -4.37
C -2.86 2.51 -3.48
H -1.65 2.43 -1.68
H -1.40 4.88 -2.09
H -2.50 5.80 -3.96
H -4.01 3.31 -5.21
H -3.30 1.35 -3.62
N 3.71 -2.93 0.35
C 2.43 -2.66 0.00
C 2.22 -3.35 -1.14
C 3.54 -4.26 -1.36
C 4.36 -3.82 -0.36
H 4.00 -2.40 1.31
H 1.89 -2.09 0.54
H 1.43 -3.50 -1.72
H 3.63 -4.93 -2.06
H 5.34 -3.94 -0.22
N 0.43 0.02 3.44
C 0.79 0.95 4.30
C 1.51 0.30 5.23
C 1.49 -1.20 4.95
C 0.59 -1.34 3.79
H -0.15 0.48 2.73
H 0.67 1.95 4.05
H 1.87 0.81 6.12
H 1.87 -2.00 5.45
H 0.40 -2.11 3.17
N -1.60 -0.61 -2.16
C -2.49 -1.66 -2.28
C -2.00 -2.55 -3.11
C -0.72 -1.93 -3.54
C -0.52 -0.72 -3.03
H -1.79 0.16 -1.56
H -3.27 -1.33 -1.73
H -2.43 -3.54 -3.52
H -0.09 -2.50 -4.18
H 0.04 0.08 -3.18
N 1.29 3.01 0.63
C 1.72 3.45 -0.62
C 3.07 3.53 -0.57
C 3.51 3.01 0.89
C 2.30 2.81 1.55
H 0.39 3.01 0.96
H 1.11 3.52 -1.26
H 3.65 3.80 -1.44
H 4.60 3.02 1.16
H 1.88 2.51 2.48
N -1.68 -1.81 1.35
C -2.48 -2.23 2.44
C -2.53 -3.55 2.50
C -1.66 -4.04 1.31
C -1.25 -2.94 0.66
H -1.17 -0.54 1.23
H -2.87 -1.35 3.01
H -3.04 -3.91 3.29
H -1.31 -4.88 0.97
H -0.47 -2.74 -0.07
*
```

=====

Entry 3:
4 unconnected molecules or ions with the total composition C24H34BBrN2 at a distorted geometry. Source: the OMol25 dataset; level of theory: ωB97M-V/def2-TZVPD.

Calculated values
E_HOMO in eV: -8.380
E_LUMO in eV: 0.50
Energy in hartree: -3643.29445

Geometry as ORCA input:
```
! wB97M-V def2-TZVPD RIJCOSX def2/J DEFGRID3
* xyz 0 1
C -1.41 -3.26 0.09
C -2.44 -2.20 -0.37
C -1.86 -0.79 -0.62
C -0.67 -0.74 -1.60
N 0.29 0.35 -1.30
B 1.10 0.06 -0.08
Br 2.42 -1.41 -0.06
C 0.83 0.97 1.22
N 0.81 0.22 2.50
C -0.53 -0.11 2.97
H -0.45 -3.21 -0.42
H -1.22 -3.23 1.17
H -1.83 -4.24 -0.14
H -3.03 -2.57 -1.21
H -3.16 -2.09 0.45
H -2.66 -0.20 -1.08
H -1.66 -0.32 0.35
H -1.09 -0.53 -2.59
H -0.12 -1.69 -1.70
H 0.96 0.39 -2.06
H -0.14 1.45 1.10
H 1.59 1.77 1.25
H 1.39 -0.60 2.45
H -0.47 -0.39 4.03
H -0.97 -0.98 2.46
H -1.21 0.74 2.92
C 3.75 -4.54 3.63
C 4.64 -5.60 3.54
C 5.31 -5.84 2.35
C 5.09 -5.03 1.24
C 4.19 -3.97 1.33
C 3.52 -3.73 2.52
H 3.22 -4.35 4.55
H 4.82 -6.23 4.40
H 6.01 -6.67 2.28
H 5.61 -5.22 0.32
H 4.02 -3.34 0.47
H 2.82 -2.91 2.59
C -4.16 1.53 -3.27
C -3.75 1.71 -4.59
C -4.30 0.92 -5.60
C -5.25 -0.04 -5.29
C -5.66 -0.22 -3.98
C -5.11 0.56 -2.96
H -3.73 2.13 -2.48
H -3.01 2.46 -4.83
H -3.97 1.06 -6.62
H -5.68 -0.65 -6.08
H -6.41 -0.96 -3.74
H -5.43 0.42 -1.94
C 1.19 6.05 -0.29
C 0.57 5.12 0.53
C 0.96 4.99 1.85
C 1.97 5.80 2.36
C 2.59 6.73 1.55
C 2.20 6.86 0.22
H 0.89 6.15 -1.33
H -0.22 4.49 0.13
H 0.48 4.26 2.49
H 2.27 5.70 3.40
H 3.37 7.37 1.94
H 2.69 7.58 -0.42
*
```

=====

What did the first record say?
A molecular structure, C24H33N3ORuSeSi. Source: the OMol25 dataset; level of theory: ωB97M-V/def2-TZVPD.

Calculated values
Relative energy (zero: lowest compared OMol25 entry of this formula, charge and spin) in eV: 0.0000
E_HOMO (alpha / beta) in eV: -10.415 / -10.344
E_LUMO (alpha / beta) in eV: -2.80 / -4.26
Expectation value of S²: 0.759
Energy in hartree: -3959.54886

Geometry as ORCA input:
```
! wB97M-V def2-TZVPD RIJCOSX def2/J DEFGRID3
* xyz 1 2
Ru -0.53 -0.10 0.50
C 1.11 2.40 2.64
C -0.20 2.73 1.98
C -0.83 3.95 2.12
C -2.05 4.17 1.47
C -2.62 3.21 0.67
C -1.93 1.99 0.53
N -0.77 1.78 1.23
N -2.17 0.90 -0.21
Si -3.34 0.61 -1.48
C -5.03 0.31 -0.74
C -2.76 -0.91 -2.41
C -3.42 2.07 -2.64
H 1.68 3.30 2.83
H 1.70 1.74 2.00
H 0.94 1.90 3.59
H -0.37 4.73 2.72
H -2.55 5.12 1.60
H -3.56 3.37 0.16
H -5.00 -0.35 0.13
H -5.70 -0.15 -1.47
H -5.50 1.25 -0.42
H -3.29 -1.82 -2.10
H -1.69 -1.08 -2.28
H -2.94 -0.78 -3.48
H -3.63 3.01 -2.13
H -4.22 1.91 -3.37
H -2.49 2.18 -3.19
O -1.79 -0.81 2.18
C -2.58 -1.92 1.71
C -1.68 -2.81 0.90
C -1.79 -4.19 0.94
C -1.00 -4.95 0.09
C -0.13 -4.30 -0.77
C -0.06 -2.93 -0.74
N -0.81 -2.19 0.09
H -2.39 -0.12 2.52
H -3.38 -1.55 1.07
H -3.01 -2.46 2.55
H -2.49 -4.65 1.62
H -1.08 -6.03 0.10
H 0.49 -4.85 -1.46
H 0.61 -2.38 -1.38
C 6.70 -0.50 0.36
C 5.27 -0.29 -0.02
C 4.23 -0.74 0.78
C 2.89 -0.53 0.46
C 1.88 -1.14 1.40
C 2.58 0.16 -0.71
Se 0.79 0.53 -1.29
C 3.61 0.63 -1.55
C 3.32 1.39 -2.81
C 4.93 0.40 -1.18
H 6.81 -1.32 1.07
H 7.11 0.40 0.83
H 7.31 -0.71 -0.51
H 4.47 -1.28 1.69
H 2.29 -1.21 2.41
H 1.58 -2.13 1.09
H 0.98 -0.51 1.57
H 2.65 0.84 -3.47
H 4.24 1.58 -3.36
H 2.85 2.35 -2.60
H 5.72 0.77 -1.83
*
```

=====

Q: What is the formula in the second record?
A: C24H33N6O5P

=====

Q: Number 2 is which compound?
A: C24H33N6O5P